12
Properties=species:S:1:pos:R:3:forces:R:3 method="wB97M-V/def2-TZVPD" gap_ha=0.4063 charge=0 e_lumo_ev=1.0
O -1.009532 -0.203937 1.910439 -0.2 -0.3 -0.2
C -1.178832 -0.954240 0.978287 0.1 0.2 0.4
C -0.525283 -0.729507 -0.356499 0.1 0.0 0.1
C 0.014398 0.674852 -0.449785 0.0 0.1 0.4
C 1.418817 0.965216 -0.192097 0.1 0.0 0.3
O 0.911811 0.893302 -1.520984 0.1 0.0 -0.2
H -1.831841 -1.844564 1.084240 0.1 0.0 0.0
H -1.216139 -1.005874 -1.165181 0.1 0.3 0.1
H 0.313663 -1.431916 -0.457486 -0.1 0.0 0.1
H -0.620437 1.497845 -0.127622 -0.4 -0.2 -0.6
H 1.685160 1.980693 0.099239 0.0 -0.3 0.1
H 2.038215 0.158129 0.197449 0.2 0.1 -0.4

12
Properties=species:S:1:pos:R:3:forces:R:3 method="wB97M-V/def2-TZVPD" gap_ha=0.3615 charge=0 e_lumo_ev=0.7
O -0.561967 -2.149867 0.886054 0.0 -0.4 0.0
C -1.400550 -1.136735 0.478945 -0.1 0.2 -0.1
C -0.966548 -0.273151 -0.403518 0.3 -0.3 0.1
C -0.009622 0.347840 -1.046865 -0.1 0.0 0.1
C 0.953511 1.253480 -0.311142 0.1 0.1 -0.3
O 0.615692 1.497421 1.026201 0.0 -0.2 0.2
H 0.172331 -2.162511 0.254107 -0.1 -0.1 0.3
H -2.373090 -1.192042 0.953116 0.1 0.1 -0.1
H 0.187873 0.149862 -2.099931 -0.1 0.2 0.0
H 1.950748 0.784337 -0.390499 -0.1 0.1 0.0
H 1.017075 2.230494 -0.797868 0.0 -0.1 0.0
H 0.414547 0.650872 1.451399 0.0 0.2 -0.1

12
Properties=species:S:1:pos:R:3:forces:R:3 method="wB97M-V/def2-TZVPD" gap_ha="0.2900 / 0.2900" charge=0 e_lumo_ev="0.0 / 0.0"
O -2.531249 -0.070932 0.528248 0.4 -0.3 -0.2
C -1.185435 0.097822 0.469592 0.5 0.2 -0.1
C 1.389778 -0.423247 0.426857 -0.5 -0.1 0.0
C 1.165526 0.687142 -0.394517 -0.1 0.0 -0.1
C -0.410241 -0.114010 -0.665793 0.0 -0.2 0.1
O -0.552658 -0.736013 -1.706496 0.1 0.3 0.4
H -2.811238 -0.746358 -0.110971 0.2 0.2 0.0
H -0.780003 0.674375 1.287686 -0.2 0.0 0.0
H 1.347787 -0.347380 1.509477 0.1 0.0 -0.2
H 1.684430 -1.378692 -0.000340 -0.2 0.2 0.1
H 1.554249 0.681524 -1.410550 -0.2 0.0 0.2
H 1.129054 1.675769 0.066807 -0.2 -0.3 -0.2

12
Properties=species:S:1:pos:R:3:forces:R:3 method="wB97M-V/def2-TZVPD" gap_ha=0.3900 charge=0 e_lumo_ev=1.0
C -1.391012 -0.346474 -0.310881 -0.2 0.0 -0.1
C -0.306710 -0.279089 0.754875 -0.3 0.1 0.0
O 0.791231 -1.122355 0.372581 0.2 0.0 0.1
C 1.508297 -0.036205 -0.222391 0.5 0.3 0.0
C 0.419348 0.939156 0.198265 0.3 0.5 0.1
O 0.190579 2.105655 0.064060 0.2 -0.4 0.2
H -2.274028 0.204107 0.017998 0.0 -0.1 -0.2
H -0.935361 0.203732 -1.142195 -0.7 -0.3 -0.4
H -1.611857 -1.345419 -0.684846 -0.1 -0.1 0.4
H -0.549505 -0.366370 1.821235 -0.2 0.0 -0.4
H 1.802468 -0.223768 -1.260806 -0.1 0.3 0.2
H 2.356548 0.267034 0.392104 0.5 -0.3 -0.1

12
Properties=species:S:1:pos:R:3:forces:R:3 method="wB97M-V/def2-TZVPD" gap_ha=0.3812 charge=0 e_lumo_ev=0.8
O 2.101380 -0.806444 0.752741 -0.4 -0.1 0.1
C 0.959112 -0.842216 1.136157 0.4 0.0 0.0
C -0.096486 0.148965 0.744617 0.2 0.1 0.1
C -1.170312 -0.066982 -0.306900 -0.2 -0.1 0.0
C -0.021643 0.848772 -0.582639 -0.2 0.2 0.1
O 0.949311 0.431720 -1.490347 -0.1 -0.1 -0.2
H 0.676566 -1.598888 1.895040 -0.2 0.0 -0.1
H -0.422420 0.719236 1.618902 0.0 -0.1 -0.3
H -2.138904 0.371571 -0.092205 0.1 -0.1 -0.1
H -1.217568 -0.985924 -0.891496 0.1 0.1 0.3
H -0.193986 1.923223 -0.601518 0.0 -0.2 0.0
H 0.540782 -0.159546 -2.133222 0.1 0.2 0.1

12
Properties=species:S:1:pos:R:3:forces:R:3 method="wB97M-V/def2-TZVPD" gap_ha=0.3254 charge=0 e_lumo_ev=-0.4
C -1.913939 0.042374 -0.026408 -0.1 0.1 0.0
C -0.568266 0.711164 -0.108157 0.0 0.3 0.0
O -0.396266 1.907652 -0.172518 -0.1 -0.5 0.0
C 0.636292 -0.201835 -0.130621 0.3 0.0 0.0
O 0.537234 -1.377021 -0.641775 0.1 0.1 0.0
C 1.964669 0.050364 0.261342 -0.1 0.3 0.2
H -2.692793 0.805596 0.018549 0.1 -0.1 0.0
H -2.063147 -0.606544 -0.895276 0.0 0.1 0.1
H -1.963469 -0.596865 0.862615 0.0 0.1 -0.1
H 2.294919 -0.606779 1.069554 0.0 0.0 -0.2
H 1.802892 -1.189642 -0.550664 -0.2 -0.2 0.0
H 2.361877 1.061534 0.313358 -0.1 -0.2 0.0

12
Properties=species:S:1:pos:R:3:forces:R:3 method="wB97M-V/def2-TZVPD" gap_ha=0.3760 charge=0 e_lumo_ev=0.6
O -1.564743 2.175391 -0.898987 0.5 -0.4 0.0
C -0.731908 1.537181 -0.316562 -0.3 0.1 -0.1
C 0.027263 0.273649 -0.806662 0.0 0.4 0.0
C 0.892675 -0.205153 0.363400 0.1 0.1 0.2
C -0.099631 -1.374343 0.430941 0.1 -0.2 0.3
O -0.828694 -0.879011 -0.708675 -0.1 0.1 0.0
H -0.440156 1.768274 0.744716 -0.4 0.3 -0.4
H 0.453955 0.374271 -1.815578 -0.1 0.1 0.3
H 0.767265 0.499461 1.191741 0.4 -0.3 0.1
H 1.955735 -0.405921 0.230416 -0.2 -0.1 -0.2
H -0.727334 -1.382934 1.329764 0.1 -0.1 -0.1
H 0.295572 -2.380864 0.255486 0.0 0.2 0.0

13
Properties=species:S:1:pos:R:3:forces:R:3 method="wB97M-V/def2-TZVPD" gap_ha="0.2448 / 0.2449" charge=-1 e_lumo_ev="4.0 / 4.0"
C 0.646630 -0.776870 -0.822490 2.7 -2.6 -0.7
C 1.086288 -0.504185 0.418997 -1.3 0.3 -0.7
C 0.344337 0.408739 1.218562 1.2 1.6 1.4
C -0.921677 0.680278 0.864692 -2.1 2.4 2.4
P -2.039656 -0.551051 -0.042315 -1.0 -0.3 -0.3
O -3.380957 -0.740395 0.626677 0.4 0.1 0.7
O -2.510257 0.562165 -1.249006 -2.2 -2.0 0.2
H -0.000353 -0.055854 -1.279555 0.0 -0.2 -0.6
H 1.166794 -1.693712 -1.406753 -1.6 2.4 1.1
H 1.755375 -1.024684 1.020556 1.6 -1.4 0.2
H 0.990176 0.840201 2.101646 -1.7 -0.4 -1.4
H -1.542894 1.522079 1.496926 1.5 -2.1 -1.3
H -1.799852 1.098743 -1.413968 2.6 2.3 -0.8

13
Properties=species:S:1:pos:R:3:forces:R:3 method="wB97M-V/def2-TZVPD" gap_ha="0.1334 / 0.1899" charge=-1 s2=2.0181 multiplicity=3 e_lumo_ev="4.2 / 0.9"
C -0.867096 1.924085 0.655793 0.2 3.5 0.7
C 0.153460 1.094930 0.475479 -0.5 -1.8 -1.3
C 0.065423 -1.673458 0.981298 -3.9 2.4 0.6
C -0.127013 -0.211313 -0.126560 0.5 -2.2 2.3
O 0.736761 -2.513289 0.391805 1.9 -0.8 -0.6
O -0.703939 -1.744599 1.961829 1.6 0.3 -1.4
P 1.303332 -0.902246 -1.130064 0.0 -0.4 -2.6
H -0.729545 3.002558 0.934468 0.3 -1.0 0.0
H -1.856276 1.788232 0.327459 -1.1 -1.0 -0.1
H 1.196379 1.369870 0.578782 -0.2 0.0 0.3
H -1.123661 -0.417833 -0.602510 0.4 0.7 0.3
H 1.329002 -0.002963 -2.287708 1.0 0.3 0.6
H 0.623173 -1.713973 -2.160072 -0.4 0.0 1.2

13
Properties=species:S:1:pos:R:3:forces:R:3 method="wB97M-V/def2-TZVPD" gap_ha=0.3334 charge=0 e_lumo_ev=0.4
C 1.616631 1.360242 0.222208 2.6 -2.6 2.9
S 2.122755 -0.384903 -0.103323 -1.6 0.3 -0.9
C 0.690317 -1.400468 -0.206538 -1.6 -0.1 0.9
C -0.719604 -1.297382 -0.094028 3.8 1.4 -0.6
C -1.523075 -0.051976 -0.212307 1.5 1.4 -0.6
O -1.085192 0.937190 -0.802923 -1.1 -1.3 0.8
O -2.729967 -0.055526 0.409622 0.5 -1.0 -0.3
H 1.207456 1.975909 -0.481048 -1.6 0.8 -2.1
H 2.673551 1.709663 0.345819 -1.0 0.2 0.7
H 1.050128 1.227121 1.173721 0.5 1.0 -0.7
H 1.146873 -2.429169 -0.184880 -1.0 0.9 -0.2
H -1.164445 -2.232696 -0.117909 -1.2 -1.4 0.2
H -3.285425 0.642000 0.051590 0.2 0.5 -0.1

14
Properties=species:S:1:pos:R:3:forces:R:3 method="wB97M-V/def2-TZVPD" gap_ha=0.3386 charge=0 e_lumo_ev=0.1
O -2.235953 0.384777 -0.097933 -0.3 0.4 0.0
C -1.073659 0.685644 -0.668812 0.0 0.4 -0.4
S -0.837417 2.018133 -1.593978 0.0 -0.5 0.4
C -0.063430 -0.401310 -0.422055 0.0 0.3 0.3
O -0.404625 -1.605480 -1.041581 -0.3 -0.1 1.4
C 1.371996 -0.066757 -0.223182 0.6 -1.1 -0.3
C 0.550015 -0.543278 0.945366 -0.3 -0.6 0.0
S 0.047407 0.557609 2.261029 -0.1 -0.1 -0.2
H -2.864128 1.113924 -0.293554 0.4 -0.4 0.1
H -0.212077 -1.508010 -1.953779 0.3 0.0 -1.5
H 1.656241 0.961036 -0.196710 0.2 0.5 -0.2
H 2.100432 -0.806209 -0.628223 -0.6 0.8 0.3
H 0.683292 -1.592908 1.215380 -0.1 0.3 0.0
H 1.281906 0.802829 2.698033 0.2 0.1 0.1

14
Properties=species:S:1:pos:R:3:forces:R:3 method="wB97M-V/def2-TZVPD" gap_ha=0.3388 charge=0 e_lumo_ev=0.3
O -2.341514 -0.641915 0.142006 1.7 4.3 1.6
C -1.571569 0.323150 0.397190 -3.5 -2.0 0.2
O -1.975763 1.620546 0.392639 -1.2 -1.7 -0.4
C -0.206966 0.009672 0.830707 2.1 0.3 -0.1
C 0.375314 -0.971977 -0.065286 1.0 0.2 -3.1
S -0.430562 -1.010055 -1.729747 -1.3 -3.4 1.4
C 1.072657 0.366361 0.043520 -2.7 0.7 -2.9
S 2.675580 0.635622 0.636661 1.1 -0.1 -0.4
H -1.280535 2.262305 0.406816 1.1 0.3 0.2
H 0.125293 0.019901 1.842834 -0.8 -0.3 1.1
H 0.953045 -1.857183 -0.087983 0.3 -0.8 1.6
H -1.391800 -2.211179 -1.184153 2.0 2.9 -1.7
H 0.961412 0.930844 -0.935705 -0.3 -0.4 1.5
H 3.035409 0.523906 -0.689498 0.6 0.1 1.1

Number 1: total energy -306.43008 Ha. Number 2: total energy -306.40383 Ha. Number 3: total energy -306.37655 Ha. Number 4: total energy -306.42874 Ha. Number 5: total energy -306.42947 Ha. Number 6: total energy -306.37477 Ha. Number 7: total energy -306.42227 Ha. Number 8: total energy -647.83096 Ha. Number 9: total energy -647.65288 Ha. Number 10: total energy -704.64519 Ha. Number 11: total energy -1102.82580 Ha. Number 12: total energy -1102.75624 Ha.